# 1
C15H14F6N2O5PdSSb | ωB97M-V/def2-TZVPD

## Properties
LUMO energy (alpha / beta) ... 0.14 / -4.30 eV
Net charge ... 0
⟨S²⟩ ... 3.7604
Frontier orbital gap (alpha / beta) ... 9.326 / 4.874 eV
Multiplicity ... 4
Highest occupied orbital energy (alpha / beta) ... -9.191 / -9.176 eV

Each line ends with the Löwdin charge.
Geometry (Å):
Pd -0.0962 0.8252 0.1317  1.22
O -4.0007 2.0907 1.0711  0.23
C -3.0216 1.5319 0.6534  -0.52
O -1.9314 1.9097 0.1964  -0.01
C -3.2115 -0.1370 0.7239  -0.05
C -2.5805 -0.7947 -0.5075  -0.23
C -3.0955 -2.2332 -0.5812  -0.07
C -2.3713 -2.8915 0.6166  -0.07
C -1.5322 -1.7292 1.1577  -0.22
O -1.2116 -1.0211 -0.0661  -0.17
C -2.4406 -0.7265 1.8729  -0.08
C -1.5453 0.3785 2.6970  -0.58
O -2.1207 0.8412 3.6477  0.14
O -0.3804 0.5724 2.2473  -0.08
H -4.2873 -0.2589 0.7876  0.16
H -2.5772 -0.2318 -1.4353  0.13
H -4.1810 -2.2825 -0.5176  0.13
H -2.7835 -2.6702 -1.5279  0.13
H -3.0493 -3.2809 1.3742  0.12
H -1.7218 -3.7009 0.2885  0.12
H -0.6141 -1.9836 1.6787  0.17
H -3.0774 -1.1551 2.6415  0.16
N 2.0275 -1.4672 -1.4050  0.13
C 2.6285 -0.5206 -0.6683  -0.66
N 1.9872 0.3891 0.0211  -0.03
C 2.8634 1.2013 0.7460  -0.30
C 2.5035 2.2488 1.5831  -0.03
C 3.5048 2.9695 2.2100  -0.07
C 4.8501 2.6571 2.0133  -0.08
C 5.2173 1.6101 1.1855  -0.08
C 4.2107 0.8909 0.5612  -0.46
S 4.3622 -0.4622 -0.5300  1.12
H 1.0609 -1.3316 -1.6759  0.05
H 2.5775 -1.9747 -2.0777  0.11
H 1.4625 2.4913 1.7719  0.10
H 3.2359 3.7854 2.8659  0.11
H 5.6140 3.2344 2.5130  0.11
H 6.2583 1.3633 1.0306  0.11
F -0.1681 0.5313 -2.1131  -0.42
Sb -0.3699 -0.0135 -3.9872  1.40
F -2.2015 -0.2534 -3.5764  -0.35
F -0.6746 1.7785 -4.4345  -0.34
F -0.5678 -0.6327 -5.7390  -0.34
F 1.4941 0.2145 -4.1422  -0.35
F -0.0455 -1.7621 -3.3029  -0.36



# 2
C15H14IN3OPd | ωB97M-V/def2-TZVPD

## Properties
LUMO energy (alpha / beta) ... -0.47 / -1.33 eV
Net charge ... 0
⟨S²⟩ ... 2.0063
Frontier orbital gap (alpha / beta) ... 7.121 / 6.626 eV
Multiplicity ... 3
Highest occupied orbital energy (alpha / beta) ... -7.590 / -7.958 eV

Each line ends with the Löwdin charge.
Geometry (Å):
Pd -0.3466 -1.1828 -1.5897  0.86
C 2.2584 -0.2985 1.8869  -0.03
C 1.5972 -0.8190 0.6528  -0.27
N 0.5343 -0.3010 0.1445  -0.07
N -0.0540 0.7708 0.7170  0.06
C -0.9523 1.2968 -0.1336  -0.45
O -1.1680 0.9202 -1.3123  -0.16
C -1.7143 2.4769 0.3840  -0.15
C -2.7251 3.0152 -0.4040  -0.02
C -3.4631 4.0976 0.0522  -0.08
C -3.1888 4.6505 1.2957  -0.09
C -2.1776 4.1167 2.0845  -0.09
C -1.4429 3.0315 1.6317  -0.04
C 2.1682 -1.9588 -0.0932  -0.22
C 3.2813 -2.6506 0.3718  -0.01
C 3.7929 -3.6948 -0.3797  -0.05
C 3.1880 -4.0286 -1.5794  -0.06
C 2.0826 -3.2951 -1.9746  -0.12
N 1.5897 -2.2880 -1.2591  0.00
H 1.6835 0.5379 2.2702  0.06
H 3.2765 0.0379 1.6769  0.09
H 2.3148 -1.0715 2.6569  0.09
H -2.9222 2.5650 -1.3678  0.10
H -4.2534 4.5092 -0.5625  0.10
H -3.7644 5.4957 1.6520  0.10
H -1.9620 4.5471 3.0541  0.10
H -0.6577 2.6006 2.2367  0.10
H 3.7349 -2.3718 1.3117  0.11
H 4.6577 -4.2430 -0.0288  0.11
H 3.5554 -4.8335 -2.1994  0.11
H 1.5682 -3.5142 -2.9020  0.11
I -3.5445 -0.7907 -2.9369  0.68
C -2.2189 -2.0590 -1.8854  -0.79
H -2.0374 -2.9263 -2.5200  -0.06
H -2.6904 -2.3424 -0.9514  -0.05



# 3
C15H14IO12PS | ωB97M-V/def2-TZVPD

## Properties
LUMO energy ... -1.68 eV
Net charge ... 0
Frontier orbital gap ... 7.710 eV
Highest occupied orbital energy ... -9.392 eV

Each line ends with the Löwdin charge.
Geometry (Å):
C 4.8668 0.2686 0.5428  0.01
C 4.0727 -0.4198 -0.2523  -0.16
C 2.9824 -1.3498 0.1692  -0.23
O 2.7097 -1.3601 1.5800  -0.32
S 1.9308 -0.0885 2.1904  0.84
O 1.5381 -0.5132 3.5046  -0.37
O 0.5921 -0.2892 1.2030  -0.66
P -0.0135 1.1264 0.6197  0.37
O -1.3671 1.2191 1.5006  -0.37
I -0.8971 0.3319 -1.5000  0.48
H 5.6741 0.8559 0.1270  0.06
H 4.7435 0.2598 1.6181  0.05
H 4.2170 -0.3398 -1.3253  0.09
H 3.2973 -2.3692 -0.0627  0.14
H 2.0732 -1.1553 -0.4010  0.08
H -1.3459 2.0802 1.9474  0.04
C 1.7736 -1.5728 -4.7684  0.08
C 2.0407 -1.7354 -6.0730  -0.23
C 2.9224 -0.7758 -6.8416  -0.31
O 3.1115 -1.0297 -8.0161  0.11
C 3.4746 0.3684 -6.1478  0.08
C 3.2029 0.5324 -4.8455  -0.23
C 2.3442 -0.4421 -4.0728  -0.31
O 2.1798 -0.2052 -2.8889  0.01
O 3.6516 1.5436 -4.1191  0.12
O 1.5719 -2.7322 -6.8021  0.12
H 1.1477 -2.2547 -4.2102  0.14
H 4.0900 1.0577 -6.7079  0.14
H 3.2937 1.4117 -3.2186  0.12
H 1.9275 -2.6020 -7.7038  0.12
C -3.7733 0.3099 4.3155  0.07
C -4.6597 -0.6092 4.7242  -0.23
C -6.0869 -0.2413 5.0643  -0.31
O -6.8205 -1.1483 5.4090  0.11
C -6.4909 1.1475 4.9632  0.07
C -5.5975 2.0613 4.5589  -0.24
C -4.1790 1.6885 4.2005  -0.31
O -3.4417 2.5891 3.8348  0.09
O -5.8640 3.3525 4.4373  0.12
O -4.3851 -1.8935 4.8631  0.13
H -2.7487 0.0666 4.0689  0.14
H -7.5089 1.4021 5.2214  0.14
H -5.0384 3.7729 4.1272  0.12
H -5.2115 -2.3189 5.1655  0.12



# 4
C15H14N2O5Pd | ωB97M-V/def2-TZVPD

## Properties
LUMO energy (alpha / beta) ... -1.40 / -1.40 eV
Net charge ... 0
Frontier orbital gap (alpha / beta) ... 7.876 / 7.877 eV
Highest occupied orbital energy (alpha / beta) ... -9.273 / -9.273 eV

Each line ends with the Löwdin charge.
Geometry (Å):
Pd 2.4936 1.0681 -0.0417  1.07
N 4.7417 1.1981 -0.0062  0.00
N 4.9858 2.5730 -0.0006  -0.01
C 3.9596 3.5140 -0.0124  -0.72
O 4.2458 4.6862 0.0141  0.07
O 2.7606 3.0071 -0.0597  -0.17
H 5.0910 0.7546 0.8379  0.12
H 5.1502 0.7531 -0.8221  0.12
H 5.9313 2.9168 0.0142  0.15
O 0.2877 0.9030 0.0386  -0.10
C -0.3025 -0.4034 0.0178  -0.29
C 0.9070 -1.4120 0.0157  -0.55
O 0.6727 -2.5962 -0.0068  0.09
O 2.0791 -0.8739 0.0412  -0.15
C -1.1171 -0.6171 1.2952  -0.11
C -1.6279 -1.8670 1.6401  -0.02
C -2.3518 -2.0366 2.8094  -0.07
C -2.5883 -0.9659 3.6587  -0.09
C -2.0729 0.2770 3.3334  -0.08
C -1.3365 0.4465 2.1683  -0.02
C -1.0892 -0.5970 -1.2807  -0.11
C -1.6218 -1.8347 -1.6364  -0.02
C -2.3288 -1.9873 -2.8181  -0.06
C -2.5282 -0.9104 -3.6695  -0.09
C -1.9875 0.3191 -3.3359  -0.08
C -1.2649 0.4704 -2.1594  -0.02
H -0.3956 1.5809 -0.0120  0.11
H -1.4269 -2.7225 1.0166  0.10
H -2.7310 -3.0193 3.0593  0.11
H -3.1574 -1.1007 4.5693  0.10
H -2.2401 1.1262 3.9835  0.10
H -0.9225 1.4259 1.9712  0.11
H -1.4511 -2.6951 -1.0107  0.10
H -2.7247 -2.9613 -3.0758  0.11
H -3.0873 -1.0311 -4.5881  0.10
H -2.1247 1.1721 -3.9881  0.10
H -0.8276 1.4395 -1.9603  0.11



# 5
C15H14N4O2 | ωB97M-V/def2-TZVPD

## Properties
LUMO energy ... 0.54 eV
Net charge ... 0
Frontier orbital gap ... 8.717 eV
SMILES ... Nc1nc(-c2ccco2)nn1C(=O)CCc1ccccc1
Highest occupied orbital energy ... -8.180 eV

Each line ends with the Löwdin charge.
Geometry (Å):
N -0.7358 1.0292 3.2858  0.19
C 0.2649 0.5260 2.5623  -0.37
N 1.5478 0.6836 2.7494  0.19
C 2.1210 -0.0703 1.7629  -0.28
N 1.2620 -0.6796 0.9772  0.15
N 0.0447 -0.3127 1.4710  0.02
C -1.1644 -0.6996 0.9331  -0.37
O -2.2054 -0.3244 1.4297  0.09
C -1.0343 -1.6091 -0.2557  -0.09
H -0.1746 -1.2887 -0.8457  0.11
H -0.8087 -2.6071 0.1311  0.13
C -2.3151 -1.6386 -1.0962  -0.14
C -2.5029 -0.3354 -1.8232  -0.24
C -1.7644 -0.0630 -2.9685  -0.05
C -1.9070 1.1436 -3.6293  -0.09
C -2.7901 2.0964 -3.1501  -0.10
C -3.5281 1.8346 -2.0089  -0.08
C -3.3853 0.6258 -1.3500  -0.04
H -3.9570 0.4265 -0.4559  0.11
H -4.2190 2.5742 -1.6306  0.10
H -2.9033 3.0388 -3.6659  0.10
H -1.3291 1.3411 -4.5206  0.10
H -1.0760 -0.8053 -3.3482  0.11
H -2.2439 -2.4567 -1.8154  0.12
H -3.1654 -1.8227 -0.4381  0.12
C 3.5404 -0.1927 1.6007  -0.22
C 4.2623 -0.9179 0.6821  -0.01
C 5.6184 -0.6837 0.9828  -0.06
C 5.6215 0.1613 2.0548  -0.11
O 4.3754 0.4608 2.4322  0.06
H 6.4237 0.6009 2.6144  0.12
H 6.4722 -1.0851 0.4765  0.10
H 3.8547 -1.5302 -0.0945  0.11
H -0.5218 1.7034 3.9970  0.11
H -1.6774 0.8765 2.9537  0.09